# 1
19
Properties=species:S:1:pos:R:3:forces:R:3:lowdin_charge:R:1 method="wB97M-V/def2-TZVPD" de_lowest_kcal_mol=54.6 smiles=CCCSS.O.O spin_multiplicity=1 homo_energy_ev=-8.893 e_lumo_ha=0.013
H 4.4001 1.4647 -4.8384 2.5 4.0 2.8 -0.04
H -3.6688 -1.5827 0.9057 0.4 -0.4 -0.5 0.01
H 0.9378 -1.1243 0.8017 0.1 -0.8 0.3 0.04
H 4.5910 0.1084 -5.3520 1.6 -1.8 -0.1 0.01
H 1.4948 -0.4084 2.1358 -0.2 0.0 1.2 0.06
C -0.5895 1.3302 0.7958 -2.8 -0.2 2.6 -0.69
H -3.6349 -1.6365 2.4434 0.0 0.1 -0.3 0.04
C 0.6023 -0.9577 1.8450 0.3 0.1 -2.8 -0.15
H 0.4020 -1.9690 2.3113 0.3 1.5 -0.2 0.09
H -1.3830 -0.8212 0.9373 1.4 1.9 1.8 0.13
O -4.0598 -1.2137 1.6854 -0.4 0.3 0.9 -0.06
C -0.6464 -0.0902 1.5626 -1.0 -1.1 -1.8 -0.32
H 0.1352 -0.2985 -1.8436 -0.5 0.6 -0.8 -0.19
S 0.7045 1.5367 -0.2786 1.4 0.7 -2.9 0.45
S -0.1985 0.9997 -2.1613 1.1 -0.9 1.7 0.33
H -1.6154 1.4507 0.2225 2.1 0.0 1.4 0.09
O 4.0045 0.8134 -5.2808 -4.1 -2.2 -2.6 0.03
H -0.4672 2.2030 1.6027 -0.5 -1.9 -1.6 0.11
H -1.0087 0.1954 2.5057 -1.5 0.0 1.2 0.06

# 2
19
Properties=species:S:1:pos:R:3:forces:R:3:lowdin_charge:R:1 method="wB97M-V/def2-TZVPD" de_lowest_kcal_mol=21.0 smiles=CCSSC.O.O spin_multiplicity=1 homo_energy_ev=-8.292 e_lumo_ha=0.010
H 2.2020 -0.7936 3.2939 0.1 -0.3 0.1 0.02
C -0.6205 -0.1980 -0.9793 -1.5 0.3 0.0 -0.67
H -0.7655 0.7497 -0.4560 0.6 0.1 0.0 0.06
H -0.1203 -0.8932 -2.9918 0.2 -0.1 0.1 0.07
C 1.5827 -1.4371 2.6638 0.3 1.6 0.1 -0.45
H 0.9301 -1.9957 3.3211 -0.2 -0.4 -0.4 0.03
C -0.3074 0.0268 -2.4388 -0.1 0.5 -0.6 -0.17
H -1.6494 -0.5882 -0.9442 0.3 -0.5 0.2 0.06
H -3.5428 0.4245 -0.0242 0.0 -0.4 -0.6 0.01
H 0.4749 0.7629 -2.6192 0.3 -0.3 0.2 0.06
H 2.2619 -1.9908 2.0254 -0.2 -0.4 0.1 0.02
O -3.6533 0.9618 0.7500 0.0 0.3 0.6 -0.05
H -1.1856 0.4687 -2.9192 -0.1 -0.1 0.1 0.08
S 0.7209 -0.1596 1.6690 -0.1 -0.7 -0.1 0.48
O 1.9566 2.1547 -0.5227 -0.4 0.9 0.0 -0.06
S 0.5029 -1.2892 -0.0992 0.2 0.1 0.2 0.53
H 1.7409 1.3985 0.0142 0.1 -0.6 0.4 -0.08
H 2.5860 1.8631 -1.1688 0.5 -0.3 -0.4 0.03
H -3.1141 0.5348 1.4262 0.0 0.1 -0.1 0.04

# 3
18
Properties=species:S:1:pos:R:3:forces:R:3:lowdin_charge:R:1 method="wB97M-V/def2-TZVPD" de_lowest_kcal_mol=41.1 smiles="C=CC.O.O.O" spin_multiplicity=1 homo_energy_ev=-8.720 e_lumo_ha=0.010
H 0.8483 2.2340 0.3704 2.1 -1.3 -0.1 -0.01
O -1.1544 0.0378 -2.3740 -1.2 -1.0 0.6 -0.05
H -0.6890 1.0993 2.0838 -1.1 0.0 1.1 0.02
H 0.6025 0.3553 1.3328 -0.1 -1.2 -0.4 0.03
O 1.7891 0.4024 -2.6293 -0.6 0.1 -0.5 -0.04
H -0.1113 -2.9590 1.8331 1.6 -3.2 2.8 0.01
C -0.3032 -2.2322 1.1834 -2.3 0.8 -2.5 -0.13
H -1.7507 0.7262 -2.6504 0.0 0.4 -0.2 0.03
H 0.5853 -1.9146 0.6237 -0.5 -0.1 0.1 0.08
H -1.8170 -1.1275 2.5665 -0.3 -0.8 -0.3 0.08
H 0.1711 3.5148 0.2338 -0.3 0.3 0.0 0.05
O -0.0037 2.5867 0.4112 -1.7 1.4 -0.1 -0.03
H 2.2401 -0.3716 -2.2917 0.3 0.2 0.2 0.05
H -0.2766 0.2348 -2.6446 1.2 0.6 -0.4 -0.04
C -0.3455 0.1227 1.8255 -0.7 -2.2 -0.1 -0.02
C -0.9451 -1.1351 1.9298 2.4 5.3 -0.6 -0.19
H -1.0611 -2.7864 0.5441 0.8 1.0 0.1 0.10
H 2.2210 1.2122 -2.3481 0.3 -0.3 0.2 0.05

# 4
18
Properties=species:S:1:pos:R:3:forces:R:3:lowdin_charge:R:1 method="wB97M-V/def2-TZVPD" de_lowest_kcal_mol=12.6 smiles=CCCO.O.O spin_multiplicity=1 homo_energy_ev=-9.643 e_lumo_ha=0.029
O -2.5658 0.0110 -2.6398 0.0 0.0 0.4 -0.05
H -2.0148 -0.1695 -3.4029 -0.1 0.1 -0.2 0.03
H -3.3368 0.5018 -2.9414 0.1 -0.1 -0.2 0.04
H 0.2457 1.3557 -1.1599 -0.1 0.1 0.2 0.11
H 2.3424 -0.3652 0.2784 -0.1 0.3 0.0 0.08
H 2.2512 1.4029 0.4106 -0.2 0.0 0.1 0.07
O 0.4344 -1.8474 2.9243 0.0 0.0 0.5 -0.06
H -1.5619 1.4185 -0.1597 -0.1 -0.2 0.0 0.06
O -1.5262 0.8490 0.6148 0.0 -0.1 -0.2 -0.09
C 2.0205 0.5529 -0.2359 1.0 -0.2 -0.2 -0.13
H 0.2769 -1.1719 3.5961 0.0 0.1 -0.3 0.04
H 2.6722 0.6418 -1.1151 -0.1 0.1 0.1 0.07
H 0.3824 -2.6566 3.4436 0.0 -0.2 -0.2 0.04
C -0.3273 0.0615 0.5378 -0.2 1.3 -0.5 -0.26
C 0.5732 0.4456 -0.6509 -0.1 -0.6 0.0 -0.25
H -0.6055 -0.9884 0.4384 0.1 0.0 0.5 0.11
H 0.5242 -0.3609 -1.3868 -0.2 0.1 -0.2 0.10
H 0.2152 0.3193 1.4486 0.0 -0.7 0.1 0.10

# 5
18
Properties=species:S:1:pos:R:3:forces:R:3:lowdin_charge:R:1 method="wB97M-V/def2-TZVPD" de_lowest_kcal_mol=177.7 total_charge=+1 s2=0.75 spin_multiplicity=2 homo_energy_ev="-14.971 / -14.889" e_lumo_ha="-0.362 / -0.360"
H 0.7458 -1.2139 -1.9329 -0.5 0.1 0.8 0.12
C -2.6750 -1.4759 0.3344 3.4 -0.8 -1.4 0.05
O 1.1780 0.4807 1.0481 2.1 -3.4 -3.7 -0.15
O 2.9902 1.7577 -0.4164 1.1 0.2 0.1 0.00
H -3.0950 -1.7954 -0.6050 0.3 -0.7 -0.3 0.09
H -0.4120 1.5147 -0.4841 -0.4 -0.6 0.2 0.12
C -1.3644 1.0077 -0.1903 -2.2 -0.9 -2.1 -0.05
H -1.0597 -0.6256 1.2853 1.2 0.6 -1.2 0.13
C -1.3610 -0.4250 0.2230 -3.3 1.4 5.3 -0.13
H 1.2657 -0.4094 0.2421 -0.4 3.8 3.3 0.15
H -0.6498 -1.1036 -0.4635 3.4 -2.1 -2.8 0.14
H -2.3245 -2.2402 1.0636 -0.3 0.1 -1.2 0.11
H 2.1197 0.8304 0.9264 -1.8 -0.5 0.5 0.02
H 3.9425 1.8765 -0.1510 -0.8 0.0 -0.3 0.06
H -1.8765 1.7362 0.4627 0.8 -0.6 1.2 0.13
O 0.7136 -1.4332 -0.9595 -2.7 0.6 0.9 0.02
H -2.1975 0.9999 -0.9470 1.4 0.4 -0.5 0.11
H -3.4816 -1.0103 0.7834 -1.3 2.2 1.3 0.07

# 6
19
Properties=species:S:1:pos:R:3:forces:R:3:lowdin_charge:R:1 method="wB97M-V/def2-TZVPD" de_lowest_kcal_mol=34.8 smiles="C=CCO.O.O.O" spin_multiplicity=1 homo_energy_ev=-9.929 e_lumo_ha=0.016
H -0.5324 1.4896 3.6199 0.0 -0.2 0.1 0.03
C -1.4466 0.3044 -1.3403 -0.6 2.7 -0.6 -0.26
H 0.4180 0.5011 -2.4906 0.3 -0.2 0.3 0.10
H -0.3004 0.4741 2.4272 -0.2 0.6 0.7 -0.01
C -0.1350 -1.5892 -2.2035 1.3 2.1 0.9 0.02
H 1.6847 0.8423 -0.4974 0.2 -0.2 -0.1 0.02
H 2.1083 1.0163 0.9159 0.1 0.2 0.3 0.03
H -1.9135 -0.4821 -0.7575 -0.5 -0.1 -0.3 0.11
H 0.6363 -1.4670 1.3323 0.1 -0.1 -0.4 0.05
O 2.3419 0.5116 0.1343 -0.4 0.1 -0.2 -0.05
O 0.4971 -1.0680 2.1920 0.5 0.1 0.4 -0.05
H 1.3837 -0.7601 2.4583 -0.5 -0.3 -0.2 0.07
H -2.1172 0.9182 -2.0139 0.2 -1.6 0.3 0.14
C -0.2561 -0.2302 -2.0573 -0.3 -2.7 -0.4 -0.16
H -0.9194 -2.2383 -1.8712 -0.4 -0.2 0.3 0.04
O -1.1113 1.4148 -0.4646 0.6 -0.9 0.2 -0.09
H -0.6775 1.0487 0.3181 -0.1 0.3 0.1 0.04
H 0.8247 -2.0995 -2.3680 -0.5 0.4 -0.8 0.06
O -0.4852 1.4133 2.6664 0.2 -0.2 -0.7 -0.08

# 7
19
Properties=species:S:1:pos:R:3:forces:R:3:lowdin_charge:R:1 method="wB97M-V/def2-TZVPD" de_lowest_kcal_mol=20.8 smiles="CCC=O.O.O.O" spin_multiplicity=1 homo_energy_ev=-9.140 e_lumo_ha=0.014
O -3.1785 -0.6884 1.0106 -0.5 -0.4 -0.6 -0.05
H -3.7074 -1.2771 0.4506 0.3 0.4 -0.4 0.04
H 2.3652 -2.2940 -1.9184 0.2 -0.1 -0.7 0.02
H 1.8592 -0.8115 -1.7000 0.0 0.0 -0.7 -0.02
O 1.4230 0.7143 -2.7906 0.1 -0.4 0.3 -0.04
C 0.2476 -0.6903 1.7622 -1.1 -0.7 1.7 -0.25
H 0.8651 1.7930 -0.1573 0.4 0.0 0.6 0.06
H 0.3886 1.3710 2.2776 0.3 -0.1 0.3 0.11
H 0.7202 0.8192 -3.4361 0.2 0.3 -0.1 0.06
C -0.1872 0.7444 1.6008 1.1 0.4 -0.4 -0.21
H -3.3640 -1.1045 1.8467 0.3 0.0 1.0 0.03
H -0.1379 0.4183 -0.5223 0.5 -0.2 0.1 0.06
H 0.8316 -1.2642 1.0444 0.4 0.5 -0.7 0.11
O 2.0047 -1.6726 -1.3032 -0.3 0.0 1.4 -0.06
C -0.0105 1.2520 0.1775 -1.9 -0.5 -1.4 -0.12
O -0.1427 -1.3178 2.7307 0.3 0.2 -0.3 0.01
H 2.0950 1.3892 -2.9005 -0.2 0.2 -0.3 0.06
H -1.1909 0.7990 2.0060 -0.3 0.0 -0.4 0.10
H -0.8809 1.8200 -0.1787 0.2 0.5 0.6 0.07